Record 1
The following is a quantum chemistry calculation of a single C2H6N4 molecule, from the Open Molecules 2025 dataset.

XYZ file:
```
12
Properties=species:S:1:pos:R:3:forces:R:3:lowdin_charge:R:1
C -1.14986 0.29403 -0.79020 -1.67 -3.28 -1.99 -0.161
N 0.18185 -0.18363 -0.59362 1.12 -1.67 3.31 -0.108
C 0.84860 0.79640 0.38041 -0.63 0.31 -2.06 -0.215
N 1.48824 -0.02305 1.40714 1.23 1.53 0.02 -0.039
N 1.19299 -1.20051 1.36562 -1.54 -1.91 -1.31 -0.054
N 0.24772 -1.50706 0.40449 -0.35 4.34 -0.49 0.016
H -1.51981 0.85302 -0.01144 -1.17 0.89 2.27 0.030
H -1.11956 0.96743 -1.59989 0.13 0.78 -1.32 0.064
H -1.90361 -0.54093 -1.10767 1.43 1.41 0.68 0.120
H 0.14634 1.55709 0.91713 0.82 -1.42 -0.92 0.125
H 1.50037 1.39062 -0.35518 -0.17 -0.72 1.90 0.127
H 0.08675 -2.40341 -0.01681 0.81 -0.26 -0.08 0.096
```
Forces are in eV/Å.

As for the SMILES: CN1CN=NN1. For the HOMO energy, the calculation gives -8.90 eV. Its HOMO-LUMO gap is 9.962 eV. The net charge is 0. Its relative energy (zero: lowest compared OMol25 entry of this formula, charge and spin) is 437.7 kJ/mol.

---

Record 2
The following is a quantum chemistry calculation of 13 unconnected molecules or ions with the total composition H25O13, from the Open Molecules 2025 dataset.

XYZ file:
```
38
Properties=species:S:1:pos:R:3:forces:R:3:lowdin_charge:R:1
O 3.97121 0.20926 1.91202 -0.69 0.26 -0.94 -0.075
H -0.35891 2.05627 2.87620 -0.23 0.13 0.02 0.033
H -2.34689 -0.73668 -2.71860 -0.32 -0.45 0.84 -0.017
O -1.78853 0.90751 -1.26341 0.51 0.19 -0.06 -0.150
H -1.26227 1.38453 -1.91036 0.01 0.11 -0.14 0.029
H -0.60545 0.56950 2.90265 -0.44 0.02 -0.18 0.028
O -3.24307 -0.98277 -2.94886 -0.87 1.96 -2.63 -0.068
H -3.68547 -1.54643 -2.36417 -0.02 -1.18 1.61 -0.004
O 2.39728 -1.33258 0.00393 0.37 0.36 0.46 -0.088
H 2.90836 -1.76415 -0.67894 -0.15 0.04 -0.29 0.036
H 1.59222 -0.86281 -0.34203 -0.14 -1.09 0.23 -0.012
O -3.05787 -0.67821 0.41747 0.10 -0.81 0.59 -0.028
H -0.62813 -0.93937 0.51190 -0.29 0.33 0.45 -0.040
H -3.17642 -0.39314 1.31583 0.14 -0.16 0.94 0.031
O 2.71392 0.84363 -3.00010 0.43 -0.11 -1.48 -0.061
H 2.72185 1.69114 -2.55765 -0.29 -0.29 0.74 0.014
H 2.54423 0.12508 -2.39660 -0.15 0.33 0.68 0.000
O -1.85497 2.98203 0.90821 0.88 1.62 1.40 -0.047
H -2.57252 2.37227 0.89980 -0.32 -0.86 -0.77 0.006
H 3.95556 0.71138 1.07894 0.59 0.32 0.29 0.051
O -0.76507 1.36845 3.41868 -0.14 -0.31 -0.06 -0.061
H -3.61375 -0.05928 -0.02424 -0.36 0.75 -1.29 0.018
H 1.01496 0.83572 -0.21350 -0.84 -1.23 -0.49 -0.031
O -0.09971 -0.66697 -0.23365 0.52 0.17 -0.41 -0.350
H -1.35904 2.99353 0.09496 -0.39 -0.76 -0.59 0.014
H -1.09076 0.28460 -0.81044 -0.49 0.27 -0.27 -0.027
O 1.92396 1.10991 3.55842 0.19 0.71 0.59 -0.069
H 1.07517 0.66869 3.48892 0.38 -0.07 -0.09 -0.013
H 2.59433 0.81495 2.93180 -0.01 -0.29 -0.07 -0.027
O -0.92502 -3.29471 0.53134 0.53 0.57 0.04 -0.068
H -0.42183 -2.49793 0.26227 -0.55 -0.03 -0.69 -0.014
H -0.22320 -3.66802 1.05562 0.18 -0.88 0.54 0.018
O 1.54360 1.59723 -0.46802 0.14 0.99 0.90 -0.067
H 1.35087 2.09716 0.33938 0.45 0.54 -0.27 0.044
H 3.21220 -0.33500 1.63912 0.20 -0.90 0.15 0.013
O -0.99367 -2.19000 -2.77187 -0.90 -2.23 0.29 -0.051
H -0.86238 -1.82011 -1.89847 1.07 0.91 0.06 0.003
H -0.58477 -1.85469 -3.54657 0.92 1.06 -0.09 0.028
```
Forces are in eV/Å.

For the HOMO energy, the calculation gives -6.63 eV. Its HOMO-LUMO gap is 9.393 eV. The net charge is -1. Its relative energy (zero: lowest compared OMol25 entry of this formula, charge and spin) is 239.4 kJ/mol.

---

Record 3
The following is a quantum chemistry calculation of a molecular structure, C4H6NP, from the Open Molecules 2025 dataset.

XYZ file:
```
12
Properties=species:S:1:pos:R:3:forces:R:3:lowdin_charge:R:1
C -0.84648 -0.13272 0.82593 -0.27 0.70 0.17 -0.224
C -1.69344 -1.19798 1.07064 0.34 -0.40 -0.11 -0.421
C 0.66762 -2.00451 0.25114 0.61 0.40 -0.24 -0.347
C 0.31980 -0.77986 0.52879 -0.46 -1.03 0.17 -0.121
N 1.41334 2.37571 -1.39206 0.04 -0.01 0.09 0.009
P -0.88492 -2.74096 0.80946 -0.19 0.33 0.06 0.917
H -1.01519 0.91991 0.91235 -0.06 0.26 -0.07 0.091
H -2.70348 -1.12529 1.42984 -0.15 0.06 0.08 0.046
H 1.56530 -2.53723 0.04361 0.20 -0.28 -0.06 0.054
H 0.99135 1.46695 -1.54104 -0.05 0.03 -0.04 -0.007
H 1.31813 2.90004 -2.25299 -0.01 -0.02 0.00 0.004
H 0.86795 2.85593 -0.68567 0.00 -0.02 -0.04 0.000
```
Forces are in eV/Å.

For the HOMO energy (alpha / beta), the calculation gives -8.12 / -8.12 eV. Its HOMO-LUMO gap (alpha / beta) is 6.795 / 6.798 eV. The net charge is 0. Its relative energy (zero: lowest compared OMol25 entry of this formula, charge and spin) is 318.8 kJ/mol.

---

Record 4
The following is a quantum chemistry calculation of 2 unconnected molecules or ions with the total composition C3H11N3, from the Open Molecules 2025 dataset.

XYZ file:
```
17
Properties=species:S:1:pos:R:3:forces:R:3:lowdin_charge:R:1
H -2.44913 2.85882 2.45879 -0.73 -0.31 -0.15 0.019
N -2.80927 2.02150 1.96912 3.29 0.00 -0.35 0.018
C -1.71831 1.51497 1.43158 -2.30 -1.05 -0.82 -0.381
N -1.78106 0.35386 0.67020 -2.36 0.75 1.12 0.050
H -0.68908 1.90080 1.38470 -0.40 0.36 0.57 0.100
H -0.93330 -0.01207 0.28755 0.11 -0.74 -0.34 0.009
H -2.73658 -0.12496 0.61788 2.37 0.89 -0.01 0.131
C 1.19641 -2.07747 -1.13619 0.61 -0.69 -0.27 -0.152
N 0.64685 -0.79379 -0.94627 0.34 4.30 0.87 -0.231
C 1.60792 0.24986 -0.52692 1.00 -0.56 0.97 -0.132
H 2.23400 -2.14248 -0.64897 -1.47 -0.09 -1.10 0.104
H 1.14203 -2.33946 -2.20398 0.61 -0.45 0.38 0.083
H 0.50508 -2.65995 -0.57011 0.04 -1.62 0.15 0.059
H 0.16542 -0.28207 -1.68402 -0.10 -1.41 -0.37 0.108
H 1.88873 0.92373 -1.35811 0.11 -0.24 0.48 0.080
H 1.19807 0.82530 0.30725 -0.11 0.34 -0.21 0.044
H 2.53223 -0.21659 -0.05252 -0.99 0.52 -0.92 0.090
```
Forces are in eV/Å.

As for the SMILES: [H]/N=C/N.CNC. For the HOMO energy, the calculation gives -8.77 eV. Its HOMO-LUMO gap is 9.616 eV. The net charge is 0. Its relative energy (zero: lowest compared OMol25 entry of this formula, charge and spin) is 177.1 kJ/mol.

---

Record 5
The following is a quantum chemistry calculation of a single CHFN2OS molecule, from the Open Molecules 2025 dataset.

XYZ file:
```
7
Properties=species:S:1:pos:R:3:forces:R:3:lowdin_charge:R:1
N -0.48027 -2.36184 -0.39796 0.08 1.02 0.06 0.146
C -0.40075 -1.22163 -0.22544 0.07 0.07 0.46 -0.249
S -0.20441 0.54390 0.07131 -0.68 -0.68 1.07 0.663
N 1.17069 1.00145 -0.19309 0.19 -0.54 0.34 -0.143
O -1.25193 1.23757 -0.55134 -0.99 0.30 -0.21 -0.256
F -0.69647 0.52114 1.66271 1.23 -0.27 -2.12 -0.215
H 1.86315 0.27942 -0.36620 0.09 0.09 0.39 0.055
```
Forces are in eV/Å.

As for the SMILES: N#C[S@@](=N)(=O)F. For the HOMO energy, the calculation gives -12.04 eV. Its HOMO-LUMO gap is 11.963 eV. The net charge is 0. Its relative energy (zero: lowest compared OMol25 entry of this formula, charge and spin) is 139.2 kJ/mol.

---

Record 6
The following is a quantum chemistry calculation of a single C7H7NO molecule, from the Open Molecules 2025 dataset.

XYZ file:
```
16
Properties=species:S:1:pos:R:3:forces:R:3:lowdin_charge:R:1
C -2.56344 0.87123 0.21054 -0.62 -0.87 -4.50 -0.014
C -1.78821 -0.38158 -0.06460 2.12 -0.08 1.23 -0.375
O -2.24832 -1.45943 -0.32191 -0.69 -0.18 -0.20 0.093
C -0.22186 -0.27621 0.02268 -2.79 2.20 -0.62 -0.230
C 0.54398 -1.36444 0.16032 3.90 0.13 -0.50 -0.026
C 1.94667 -1.25534 0.05411 0.95 -1.74 0.98 -0.028
C 2.39411 0.04964 -0.01169 3.94 -1.03 -1.44 -0.140
C 1.57674 1.07935 -0.17149 -2.89 5.08 0.43 -0.167
N 0.23555 0.95175 -0.15502 0.98 0.54 0.19 0.111
H -3.63174 0.61105 0.10948 0.50 0.52 0.28 0.097
H -2.28278 1.48184 0.97430 0.70 1.00 2.81 0.040
H -2.21260 1.56068 -0.63910 -0.89 -0.93 0.65 0.116
H 0.12924 -2.27363 0.18419 -1.72 -3.30 0.33 0.075
H 2.76353 -2.18662 0.12090 -2.67 2.61 -0.26 0.174
H 3.42953 0.35507 -0.26382 -0.27 -0.88 0.82 0.116
H 1.92959 2.23665 -0.20889 -0.55 -3.09 -0.19 0.158
```
Forces are in eV/Å.

As for the SMILES: CC(=O)c1ccccn1. For the HOMO energy, the calculation gives -9.54 eV. Its HOMO-LUMO gap is 10.006 eV. The net charge is 0. Its relative energy (zero: lowest compared OMol25 entry of this formula, charge and spin) is 81.6 kJ/mol.